{"formula": "H2N3O2S", "method": "ωB97M-V with the def2-TZVPD basis set", "symbols": ["N", "O", "S", "O", "N", "N", "H", "H"], "xyz": [[0.917, 0.062, 1.307], [-1.192, -0.488, -1.399], [1.148, -1.792, -1.009], [-0.713, 1.270, 0.402], [0.009, -0.649, -0.598], [0.166, 0.327, 0.258], [1.072, 0.912, 1.913], [-1.407, 0.357, -0.875]], "mulliken_charge": [-0.710, -0.466, -0.528, -0.837, 0.082, 0.886, 0.175, 0.398], "total_charge": -1, "e_tot_ev": -19428.515, "smiles": "[H]/N=[N+](\\[O-])N(O)[S-]", "relative_energy_kj_mol": 269.0, "homo_lumo_gap_ev": [6.98, 6.98], "homo_energy_ev": [-2.86, -2.86]}